{
  "formula": "H8O4",
  "method": "ωB97M-V/def2-TZVPD",
  "gap_ev": 10.9,
  "energy_ha": -305.74603,
  "relative_energy_ev": 0.903,
  "lumo_ev": 0.132,
  "homo_energy_ev": -10.747,
  "multiplicity": 1,
  "total_charge": 0,
  "elements": ["O", "H", "H", "O", "H", "H", "O", "H", "H", "O", "H", "H"],
  "xyz": [[1.54038, -0.79791, -1.28640], [1.67336, -0.35574, -0.44185], [2.19561, -1.50657, -1.29535], [0.90888, 1.35877, 2.15618], [1.58550, 1.47121, 1.47837], [1.33465, 1.63001, 2.97748], [-1.02465, -0.67717, 0.62194], [-0.33689, -0.06106, 0.91266], [-0.61641, -1.18491, -0.09582], [-2.35907, 0.39456, -1.83539], [-2.08843, 0.08183, -0.95396], [-2.81294, -0.35302, -2.23788]],
  "forces_ev_per_angstrom": [[0.0271, -0.1357, 0.1141], [0.0743, -0.0304, -0.0615], [-0.0867, 0.0882, -0.0210], [0.1652, -0.1012, -0.2318], [-0.0236, 0.1917, 0.1494], [-0.0994, -0.0753, -0.0552], [0.1665, -0.0826, -0.3149], [-0.2584, -0.0415, 0.1721], [0.0703, 0.1254, 0.1843], [0.0261, -0.1790, 0.1849], [-0.0844, 0.1557, -0.1668], [0.0231, 0.0846, 0.0463]],
  "nbo_charge": [-0.933, 0.460, 0.474, -0.947, 0.467, 0.483, -0.958, 0.484, 0.481, -0.960, 0.488, 0.461]
}

---

{
  "formula": "H8O4",
  "method": "ωB97M-V/def2-TZVPD",
  "gap_ev": 11.2,
  "energy_ha": -305.75353,
  "relative_energy_ev": 0.699,
  "lumo_ev": 0.221,
  "homo_energy_ev": -11.012,
  "multiplicity": 1,
  "total_charge": 0,
  "elements": ["O", "H", "H", "O", "H", "H", "O", "H", "H", "O", "H", "H"],
  "xyz": [[-1.89487, -1.33176, -1.91647], [-1.76146, -1.19115, -0.97910], [-2.58451, -1.99385, -1.96407], [0.10336, 1.68082, 0.96173], [-0.58065, 1.93739, 1.58022], [-0.02978, 2.25275, 0.20580], [2.33698, 0.05142, -0.12803], [3.05320, 0.63563, -0.37694], [1.78847, 0.57828, 0.45319], [-0.37907, -1.14060, 0.88118], [0.41037, -1.29110, 0.36122], [-0.46203, -0.18785, 0.92126]],
  "forces_ev_per_angstrom": [[-0.0383, 0.1565, -0.3660], [0.2828, -0.0512, 0.5082], [-0.1426, -0.1569, -0.0533], [0.0852, -0.0421, 0.0532], [-0.1250, 0.1286, 0.3499], [-0.0219, 0.1305, -0.3576], [0.0240, -0.2564, -0.1440], [0.2177, 0.0342, -0.1090], [-0.2424, 0.2297, 0.3150], [-0.5684, -0.4714, 0.0614], [0.3468, -0.0650, -0.2125], [0.1820, 0.3636, -0.0452]],
  "nbo_charge": [-0.951, 0.483, 0.464, -0.961, 0.488, 0.489, -0.956, 0.470, 0.482, -0.970, 0.485, 0.477]
}

---

{
  "formula": "H8O4",
  "method": "ωB97M-V/def2-TZVPD",
  "gap_ev": 11.6,
  "energy_ha": -305.72088,
  "relative_energy_ev": 1.587,
  "lumo_ev": 0.334,
  "homo_energy_ev": -11.300,
  "multiplicity": 1,
  "total_charge": 0,
  "elements": ["H", "H", "H", "H", "H", "H", "H", "H", "O", "O", "O", "O"],
  "xyz": [[-0.45505, -0.06710, 0.21654], [-0.06010, -1.51681, 0.03299], [-4.30902, -1.49125, 0.38613], [-4.29833, -1.34153, -1.01833], [5.02460, -1.74930, -0.05981], [3.87924, -1.05360, 0.58192], [0.14188, 2.61135, 0.70180], [0.71467, 2.77700, -0.67192], [-0.68334, -0.89558, 0.59192], [-3.91666, -0.91544, -0.28853], [4.27440, -1.22204, -0.29029], [0.24587, 3.26197, -0.03426]],
  "forces_ev_per_angstrom": [[0.0367, 1.4555, -0.4858], [-1.9620, 1.6092, 1.7858], [0.4647, 0.5026, 0.4549], [-0.5932, -0.5255, -2.2840], [0.8631, -0.5713, -0.0353], [0.0017, 0.0673, -0.4954], [0.0286, 0.9570, -0.7478], [1.0552, -0.8754, -1.5369], [1.9752, -3.0983, -1.2931], [0.0840, 0.0449, 1.7910], [-0.8865, 0.5067, 0.5436], [-1.0676, -0.0728, 2.3030]],
  "nbo_charge": [0.457, 0.465, 0.460, 0.455, 0.466, 0.466, 0.465, 0.461, -0.922, -0.915, -0.932, -0.926]
}

---

{
  "formula": "H8O4",
  "method": "ωB97M-V/def2-TZVPD",
  "gap_ev": 10.7,
  "energy_ha": -305.73874,
  "relative_energy_ev": 1.101,
  "lumo_ev": 0.271,
  "homo_energy_ev": -10.478,
  "multiplicity": 1,
  "total_charge": 0,
  "elements": ["O", "H", "H", "O", "H", "H", "O", "H", "H", "O", "H", "H"],
  "xyz": [[1.95758, 0.17925, -1.83100], [1.71958, -0.44575, -1.13900], [2.76958, 0.56425, -1.54000], [-0.41142, -1.06075, 0.18300], [0.12658, -1.80775, 0.37600], [-0.64042, -0.81875, 1.09500], [-1.53242, 0.46225, -1.96100], [-1.50742, 1.30225, -1.46800], [-0.92642, -0.19475, -1.56100], [-0.48342, 0.21825, 2.69400], [0.15358, 0.88325, 2.73500], [-1.22542, 0.71825, 2.41700]],
  "forces_ev_per_angstrom": [[-0.7000, -0.4117, -0.2235], [-0.1499, 0.0684, 0.0232], [0.8279, 0.3982, 0.2382], [-0.3515, 0.4186, 0.3030], [0.7798, -1.2562, -0.2370], [-0.0538, 0.5407, -0.1747], [-0.0773, 0.0844, -0.0398], [0.3820, -0.9247, -0.1793], [-0.4784, 0.9887, 0.1358], [-0.7275, -1.9284, 0.2717], [2.1788, 1.4688, 0.2225], [-1.6302, 0.5533, -0.3400]],
  "nbo_charge": [-0.932, 0.469, 0.462, -0.968, 0.465, 0.494, -0.967, 0.464, 0.498, -0.928, 0.474, 0.471]
}

---

Q: Look up the multiplicity of the first one.
A: 1